w.
Formula: C3H6O2
Source: the OMol25 dataset
Level of theory: wB97M-V/def2-TZVPD

Element x y z (Å)
1 C -1.887 0.271 0.240
2 C 0.106 -0.685 -0.476
3 O -0.451 0.289 0.203
4 C 1.588 -0.490 -0.374
5 O 2.093 0.612 0.337
6 H -2.220 -0.631 0.754
7 H -2.277 0.288 -0.776
8 H -2.193 1.162 0.785
9 H 1.955 -0.484 -1.412
10 H 1.961 -1.435 0.055
11 H 1.326 1.103 0.664

Output
Kohn-Sham gap in eV: 9.78
M in g/mol: 74.08

Results of the Mulliken charge analysis, in e, for atoms 1 through 2:
1 C -0.538
2 C -0.568

***

x.
Formula: C3H6O2
Source: the OMol25 dataset
Level of theory: wB97M-V/def2-TZVPD

Element x y z (Å)
1 C -1.259 0.286 0.691
2 C -0.273 -0.323 -0.098
3 C 1.213 -0.334 -0.271
4 O -1.065 0.659 -0.634
5 O 1.575 1.075 -0.231
6 H -2.271 -0.340 0.884
7 H -1.057 1.050 1.529
8 H -0.999 -2.143 -0.371
9 H 1.536 -0.555 -1.245
10 H 1.703 -0.746 0.551
11 H 0.896 1.372 -0.805

Output
Kohn-Sham gap (alpha / beta) in eV: 9.29 / 9.29
M in g/mol: 74.08

Results of the Mulliken charge analysis, in e, for atoms 1 through 2:
1 C -0.086
2 C 0.011

***

y.
Formula: C3H6O2
Source: the OMol25 dataset
Level of theory: wB97M-V/def2-TZVPD

Element x y z (Å)
1 O 0.050 1.397 0.998
2 C 0.538 0.174 0.429
3 C -0.415 -1.035 0.315
4 O -0.615 -0.820 -1.087
5 C 0.307 0.284 -1.075
6 H -0.911 1.406 1.109
7 H 1.527 0.030 0.869
8 H 0.025 -2.026 0.501
9 H -1.336 -0.940 0.903
10 H 1.075 0.194 -1.854
11 H -0.174 1.269 -1.013

Output
Kohn-Sham gap in eV: 10.89
M in g/mol: 74.08

Results of the Mulliken charge analysis, in e, for atoms 1 through 2:
1 O -0.573
2 C 0.034

***

y wins, 109.7 kJ/mol ahead of the next structure.

***

w.
Formula: C3H6O2
Source: the OMol25 dataset
Level of theory: wB97M-V/def2-TZVPD

Element x y z (Å)
1 C 1.214 -0.397 0.010
2 C -0.115 0.339 -0.002
3 O -0.219 1.290 -1.028
4 C -1.321 -0.565 0.105
5 O -2.265 -0.593 -0.640
6 H 2.024 0.336 -0.052
7 H 1.292 -0.936 0.958
8 H 1.323 -1.101 -0.819
9 H -0.179 0.914 0.949
10 H -0.385 2.021 -0.428
11 H -1.280 -1.169 1.039

Output
Kohn-Sham gap in eV: 10.40
M in g/mol: 74.08

Results of the Mulliken charge analysis, in e, for atoms 1 through 2:
1 C -1.183
2 C 0.346

***

x.
Formula: C3H6O2
Source: the OMol25 dataset
Level of theory: wB97M-V/def2-TZVPD

Element x y z (Å)
1 O 1.147 1.614 0.251
2 C 0.685 0.624 -0.507
3 C 0.475 -0.781 0.081
4 C -1.020 -0.505 0.220
5 O -0.957 0.857 -0.307
6 H 0.040 1.627 0.611
7 H 0.962 0.708 -1.563
8 H 0.733 -1.587 -0.610
9 H 1.012 -0.913 1.023
10 H -1.646 -1.121 -0.433
11 H -1.432 -0.521 1.235

Output
Kohn-Sham gap in eV: 11.39
M in g/mol: 74.08

Results of the Mulliken charge analysis, in e, for atoms 1 through 2:
1 O -0.561
2 C 0.201

***

w wins, 148.8 kJ/mol ahead of the next structure.

***

w.
Formula: C3H6O2
Source: the OMol25 dataset
Level of theory: wB97M-V/def2-TZVPD

Element x y z (Å)
1 O 0.220 0.599 1.752
2 C -0.074 -0.376 0.868
3 C 0.976 -0.544 -0.247
4 C -0.463 -0.035 -0.682
5 O -0.797 1.069 -0.730
6 H -0.597 1.310 1.614
7 H -0.370 -1.262 1.472
8 H 1.262 -1.502 -0.831
9 H 1.657 0.280 0.030
10 H -1.059 -0.838 -1.427
11 H -0.756 1.300 -1.819

Output
Kohn-Sham gap in eV: 8.83
M in g/mol: 74.08

Results of the Mulliken charge analysis, in e, for atoms 1 through 2:
1 O -0.540
2 C -0.146

***

x.
Formula: C3H6O2
Source: the OMol25 dataset
Level of theory: wB97M-V/def2-TZVPD

Element x y z (Å)
1 C -1.256 -0.804 -0.055
2 O -0.784 0.230 -0.811
3 C 0.176 0.915 -0.046
4 C 1.601 0.190 -0.201
5 O 2.060 -0.929 -0.362
6 H -1.969 -1.451 -0.718
7 H -1.910 -0.414 0.887
8 H -0.565 -1.484 0.682
9 H 0.226 1.860 -0.576
10 H 0.135 1.067 1.078
11 H 2.286 0.819 0.122

Output
Kohn-Sham gap in eV: 10.18
M in g/mol: 74.08

Results of the Mulliken charge analysis, in e, for atoms 1 through 2:
1 C -0.604
2 O -0.300

***

x wins, 210.1 kJ/mol ahead of the next structure.

***

w.
Formula: C3H6O2
Source: the OMol25 dataset
Level of theory: wB97M-V/def2-TZVPD

Element x y z (Å)
1 O -0.303 1.732 0.356
2 C -0.332 0.347 0.539
3 C -0.552 -0.453 -0.789
4 O 0.479 -1.356 -0.395
5 C 0.985 -0.416 0.571
6 H -0.532 1.627 -0.569
7 H -1.042 0.071 1.327
8 H -1.529 -0.915 -0.968
9 H -0.268 0.067 -1.740
10 H 1.289 -0.900 1.501
11 H 1.805 0.196 0.165

Output
Kohn-Sham gap in eV: 11.01
M in g/mol: 74.08

Results of the Mulliken charge analysis, in e, for atoms 1 through 2:
1 O -0.498
2 C 0.091

***

x.
Formula: C3H6O2
Source: the OMol25 dataset
Level of theory: wB97M-V/def2-TZVPD

Element x y z (Å)
1 O 1.550 -0.626 0.316
2 C 0.223 -0.279 0.647
3 C -0.062 1.143 0.113
4 O -0.652 0.559 -1.069
5 C -0.765 -0.738 -0.429
6 H 1.628 -0.455 -0.635
7 H 0.053 -0.563 1.686
8 H -0.770 1.839 0.570
9 H 0.892 1.688 0.017
10 H -1.782 -0.975 -0.080
11 H -0.421 -1.567 -1.062

Output
Kohn-Sham gap in eV: 11.18
M in g/mol: 74.08

Results of the Mulliken charge analysis, in e, for atoms 1 through 2:
1 O -0.551
2 C 0.004

***

x wins, 25.8 kJ/mol ahead of the next structure.

***

w.
Formula: C3H3FS2
Source: the OMol25 dataset
Level of theory: wB97M-V/def2-TZVPD

Element x y z (Å)
1 F -1.083 3.511 0.486
2 C -0.762 2.367 -0.050
3 C -0.576 1.264 -0.420
4 C -0.136 -0.076 -0.751
5 S 1.311 -0.682 0.292
6 S 0.593 -2.090 1.564
7 H -1.003 -0.809 -0.630
8 H 0.385 -0.201 -1.743
9 H 1.271 -3.286 1.251

Output
Kohn-Sham gap in eV: 9.37
M in g/mol: 122.19

Results of the Mulliken charge analysis, in e, for atoms 1 through 2:
1 F -0.247
2 C 0.704

***

x.
Formula: C3H3FS2
Source: the OMol25 dataset
Level of theory: wB97M-V/def2-TZVPD

Element x y z (Å)
1 S 0.496 -2.138 0.665
2 C 0.879 -0.685 0.053
3 C 0.447 0.453 -0.625
4 C 1.708 0.403 -0.304
5 H -0.338 0.833 -1.107
6 H 2.766 0.705 -0.315
7 F -2.814 -0.218 1.010
8 S -2.831 -1.418 -0.128
9 H -1.808 -1.881 0.559

Output
Kohn-Sham gap in eV: 8.43
M in g/mol: 122.19

Results of the Mulliken charge analysis, in e, for atoms 1 through 2:
1 S -0.431
2 C 0.034

***

w wins, 97.4 kJ/mol ahead of the next structure.